A molecular structure, C36H52BN8OS3Sr in a non-equilibrium geometry, computed with ωB97M-V/def2-TZVPD.

```
! RIJCOSX wB97M-V def2-TZVPD def2/J DEFGRID3
* xyz -1 1
Sr -0.30 0.21 -0.51
C 1.81 -1.47 -1.23
N 1.01 -0.69 -2.15
C 1.63 0.58 -2.42
C 0.78 1.52 -3.30
N -0.62 1.57 -2.90
C -1.50 0.91 -3.87
C -1.17 2.85 -2.56
C -0.71 4.05 -3.11
C -1.28 5.27 -2.77
C -2.34 5.30 -1.87
C -2.82 4.12 -1.34
C -2.26 2.87 -1.66
S -2.99 1.42 -1.03
C 0.61 -1.49 -3.27
C 1.29 -1.47 -4.48
C 0.88 -2.27 -5.54
C -0.21 -3.11 -5.37
C -0.90 -3.13 -4.17
C -0.51 -2.32 -3.09
S -1.42 -2.37 -1.61
H 2.07 -0.87 -0.35
H 1.25 -2.34 -0.90
H 2.75 -1.82 -1.68
H 2.62 0.49 -2.90
H 1.82 1.07 -1.46
H 0.86 1.20 -4.34
H 1.26 2.50 -3.24
H -1.51 1.45 -4.83
H -2.51 0.89 -3.46
H -1.19 -0.11 -4.05
H 0.10 4.04 -3.83
H -0.90 6.18 -3.21
H -2.80 6.24 -1.61
H -3.67 4.12 -0.67
H 2.15 -0.83 -4.61
H 1.42 -2.25 -6.48
H -0.54 -3.75 -6.19
H -1.76 -3.77 -4.04
C -3.81 3.33 2.87
C -3.05 2.18 2.24
C -3.81 0.86 2.41
C -1.67 2.03 2.81
C -1.10 2.77 3.87
C 0.11 2.16 4.11
N 0.25 1.13 3.24
N -0.84 1.07 2.43
B 1.27 -0.02 3.47
N 2.60 -0.18 2.64
C 3.57 -0.93 3.18
C 4.66 -0.92 2.33
C 4.26 -0.12 1.26
N 3.01 0.32 1.46
C 5.10 0.26 0.08
C 5.58 -0.98 -0.69
C 6.30 1.09 0.54
N 0.54 -1.36 3.35
C 0.30 -2.19 4.37
C -0.39 -3.28 3.89
C -0.53 -3.02 2.51
N 0.04 -1.86 2.20
C -1.27 -3.84 1.50
C -2.73 -3.38 1.43
C -1.19 -5.33 1.82
H -4.80 3.41 2.41
H -3.30 4.28 2.72
H -3.95 3.18 3.95
H -2.95 2.35 1.17
H -3.93 0.61 3.46
H -3.24 0.07 1.91
H -4.79 0.92 1.94
H -1.51 3.62 4.39
H 0.86 2.36 4.86
H 1.64 0.11 4.61
H 3.43 -1.43 4.12
H 5.60 -1.43 2.47
H 4.50 0.87 -0.60
H 6.18 -1.61 -0.04
H 6.18 -0.68 -1.55
H 4.73 -1.57 -1.04
H 6.92 0.50 1.23
H 5.98 1.99 1.06
H 6.92 1.38 -0.31
H 0.64 -1.97 5.37
H -0.74 -4.13 4.44
H -0.83 -3.66 0.51
H -3.21 -3.49 2.41
H -3.28 -3.96 0.70
H -2.75 -2.33 1.14
H -1.75 -5.56 2.73
H -0.16 -5.66 1.95
H -1.63 -5.91 1.00
C 1.90 3.69 1.90
S 1.73 3.03 0.22
C 1.29 4.67 -0.45
O 0.45 2.28 0.12
H 2.72 4.40 1.88
H 2.11 2.88 2.58
H 0.96 4.18 2.18
H 2.13 5.36 -0.30
H 0.39 5.03 0.05
H 1.08 4.56 -1.51
*
```

Output
calculated total energy = -86168.728 eV
HOMO energy = -4.14 eV
orbital gap = 6.10 eV
molar mass = 807.50 g mol⁻¹
ΔE to the lowest compared entry with this formula, charge and spin = 169.8 kJ/mol
largest force on an atom = 4.09 eV/A

A single C3H5NO2 molecule in a non-equilibrium geometry, computed with ωB97M-V/def2-TZVPD.

```
! RIJCOSX wB97M-V def2-TZVPD def2/J DEFGRID3
* xyz 0 1
O 0.69 -1.57 0.91
C 0.80 -0.54 0.00
C -0.67 -0.22 -0.71
N -1.06 1.06 -0.13
C -0.07 1.46 0.55
O 1.06 0.71 0.64
H -0.27 -1.48 0.74
H 1.60 -0.75 -0.71
H -1.53 -0.93 -0.58
H -0.53 -0.14 -1.79
H -0.02 2.40 1.08
*
```

Output
calculated total energy = -8775.734 eV
HOMO energy = -10.22 eV
orbital gap = 11.10 eV
molar mass = 87.08 g mol⁻¹
ΔE to the lowest compared entry with this formula, charge and spin = 189.2 kJ/mol
largest force on an atom = 2.79 eV/A

13 unconnected molecules or ions with the total composition C22H25Cl36IN2OP in a non-equilibrium geometry, computed with ωB97M-V/def2-TZVPD.

```
! RIJCOSX wB97M-V def2-TZVPD def2/J DEFGRID3
* xyz 1 1
C 4.91 -0.19 -0.23
C 4.86 0.08 -1.40
C 4.71 0.63 -2.76
C 3.46 1.50 -2.79
C 3.55 2.82 -2.39
C 2.37 3.56 -2.39
N 1.20 3.11 -2.78
N 1.18 1.86 -3.14
C -0.17 1.36 -3.53
C -0.95 0.76 -2.32
C -0.14 0.70 -1.00
I -1.85 -1.15 -2.78
C 2.20 1.01 -3.18
P 2.15 -0.79 -3.64
O 3.14 -1.16 -4.67
H 4.92 -0.29 0.86
H 4.75 -0.14 -3.54
H 5.56 1.30 -2.95
H 4.50 3.25 -2.07
H 2.42 4.60 -2.06
H -0.12 0.71 -4.40
H -0.73 2.25 -3.85
H -1.79 1.43 -2.11
H 0.10 1.70 -0.62
H -0.79 0.23 -0.25
H 0.76 0.07 -1.09
H 2.30 -1.48 -2.41
H 0.87 -1.17 -4.11
C 4.18 2.67 2.74
Cl 3.52 3.96 3.73
Cl 3.72 2.89 1.05
Cl 5.93 2.57 2.91
H 3.75 1.73 3.09
C -1.42 6.08 -1.23
Cl -1.15 6.27 0.51
Cl -1.34 7.64 -2.05
Cl -0.24 4.95 -1.92
H -2.41 5.67 -1.37
C 7.16 -3.42 -1.90
Cl 8.15 -3.00 -3.29
Cl 6.36 -1.97 -1.25
Cl 5.97 -4.66 -2.33
H 7.81 -3.83 -1.13
C 11.14 -0.24 -2.18
Cl 11.13 0.93 -3.50
Cl 12.23 0.26 -0.89
Cl 9.50 -0.49 -1.56
H 11.49 -1.19 -2.58
C -4.47 -1.71 0.20
Cl -3.29 -1.26 1.45
Cl -5.20 -3.27 0.57
Cl -5.70 -0.46 0.04
H -3.94 -1.80 -0.74
C -7.25 2.74 1.74
Cl -5.70 2.11 2.31
Cl -7.76 1.92 0.24
Cl -8.46 2.61 3.01
H -7.12 3.79 1.51
C 3.22 -4.44 0.24
Cl 3.76 -3.66 1.73
Cl 1.81 -5.45 0.53
Cl 2.88 -3.22 -1.00
H 4.02 -5.07 -0.12
C -11.90 0.29 1.88
Cl -13.18 -0.15 0.74
Cl -11.57 -1.04 3.00
Cl -10.44 0.75 1.02
H -12.24 1.14 2.46
C 7.01 -1.26 3.72
Cl 8.73 -0.87 3.64
Cl 6.25 -0.99 2.14
Cl 6.76 -2.92 4.25
H 6.55 -0.59 4.44
C -16.88 -0.22 1.64
Cl -16.97 1.54 1.60
Cl -16.52 -0.79 3.27
Cl -18.38 -0.93 1.05
H -16.07 -0.53 0.98
C 12.34 -1.93 5.68
Cl 12.76 -1.22 7.24
Cl 10.92 -2.96 5.83
Cl 12.07 -0.67 4.47
H 13.17 -2.54 5.35
C -13.51 -4.06 0.96
Cl -14.19 -5.67 1.20
Cl -13.56 -3.62 -0.75
Cl -14.36 -2.87 1.93
H -12.47 -4.08 1.27
*
```

Output
calculated total energy = -496432.188 eV
HOMO energy = -11.78 eV
orbital gap = 6.83 eV
molar mass = 1767.64 g mol⁻¹
largest force on an atom = 2.16 eV/A

A single C6H6N2O molecule in a non-equilibrium geometry, computed with ωB97M-V/def2-TZVPD.

```
! RIJCOSX wB97M-V def2-TZVPD def2/J DEFGRID3
* xyz 0 1
C -2.74 -0.50 0.79
C -1.55 -0.76 0.66
C -0.15 -1.13 0.60
N 0.62 -0.41 1.55
C 1.36 0.76 1.06
C 0.62 1.80 0.38
C -0.02 2.69 -0.07
N 1.01 -1.13 2.58
O 2.24 -1.09 2.89
H -3.83 -0.33 0.85
H 0.12 -0.72 -0.43
H -0.13 -2.22 0.77
H 1.98 1.30 1.89
H 2.24 0.34 0.44
H -0.51 3.51 -0.42
*
```

Output
calculated total energy = -11339.418 eV
HOMO energy = -9.58 eV
orbital gap = 9.82 eV
molar mass = 122.13 g mol⁻¹
ΔE to the lowest compared entry with this formula, charge and spin = 676.7 kJ/mol
largest force on an atom = 4.00 eV/A

A molecular structure, C19H40HfP2 in a non-equilibrium geometry, computed with ωB97M-V/def2-TZVPD.

```
! RIJCOSX wB97M-V def2-TZVPD def2/J DEFGRID3
* xyz 2 1
P -4.20 -0.52 0.77
P 2.34 -0.48 2.90
C -2.58 -1.46 0.49
C -1.29 -0.63 0.36
H -2.73 -2.17 -0.34
H -2.53 -2.01 1.45
H -1.54 0.40 0.66
H -0.61 -1.01 1.16
C 3.65 0.70 3.30
H 3.42 1.32 4.17
H 3.78 1.33 2.41
H 4.58 0.12 3.45
C 1.62 -0.77 4.53
H 2.31 -1.38 5.13
H 0.70 -1.34 4.35
H 1.37 0.18 5.02
C -4.43 0.08 -0.95
H -5.36 0.64 -1.02
H -4.45 -0.75 -1.67
H -3.59 0.74 -1.17
C -5.37 -1.93 0.77
H -5.36 -2.38 1.77
H -5.10 -2.69 0.03
H -6.40 -1.58 0.58
Hf 0.42 -0.08 -1.10
C 2.13 -1.44 -0.57
C 2.61 -0.28 -1.25
C 2.94 -0.32 -2.74
C 1.84 -0.85 -3.69
C 0.40 -0.86 -3.15
C -0.09 -1.85 -2.27
C 0.74 -3.09 -1.95
C 2.11 -2.79 -1.30
C 0.28 1.89 -2.05
H 2.29 -1.53 0.52
H 3.18 0.49 -0.71
H 3.85 -0.93 -2.91
H 3.20 0.71 -3.05
H 1.82 -0.20 -4.57
H 2.14 -1.85 -4.07
H -0.32 -0.32 -3.79
H -1.16 -1.95 -2.05
H 0.89 -3.67 -2.87
H 0.16 -3.76 -1.29
H 2.34 -3.61 -0.59
H 2.90 -2.86 -2.06
H -0.66 2.39 -1.75
H 0.31 1.93 -3.15
H 1.09 2.56 -1.71
C 0.11 4.03 0.53
C -0.09 2.84 1.46
C -1.59 2.63 1.70
C 0.67 1.59 1.00
H -0.21 3.80 -0.49
H 1.16 4.34 0.51
H -0.49 4.88 0.89
H 0.34 3.14 2.44
H -2.10 2.26 0.80
H -1.81 1.95 2.53
H -2.07 3.59 1.95
H 0.76 0.90 1.88
H 1.70 1.89 0.73
*
```

Output
calculated total energy = -40210.892 eV
HOMO energy = -13.05 eV
orbital gap = 4.17 eV
molar mass = 508.97 g mol⁻¹
largest force on an atom = 12.04 eV/A

2 unconnected molecules or ions with the total composition C25H28NO2 in a non-equilibrium geometry, computed with ωB97M-V/def2-TZVPD.

```
! RIJCOSX wB97M-V def2-TZVPD def2/J DEFGRID3
* xyz 1 1
C -5.22 -3.27 3.84
O -4.21 -2.37 4.34
C -3.22 -1.95 3.52
C -2.34 -0.96 4.04
C -1.36 -0.40 3.24
C -1.08 -0.94 1.96
C -0.05 -0.39 1.08
C 0.21 1.00 0.99
C 1.12 1.63 0.16
C 1.46 3.04 0.16
C 2.57 3.54 -0.58
C 2.87 4.90 -0.56
C 2.08 5.80 0.18
C 1.02 5.29 0.96
C 0.71 3.93 0.95
C 0.73 -1.34 0.29
C 1.15 -2.59 0.83
C 1.99 -3.41 0.10
C 2.27 -3.13 -1.26
O 3.04 -4.04 -1.90
C 3.32 -3.93 -3.30
C 1.78 -1.94 -1.84
C 1.10 -1.03 -1.03
C -1.87 -2.04 1.53
C -2.99 -2.45 2.22
H -5.86 -3.40 4.72
H -5.80 -2.83 3.01
H -4.80 -4.24 3.52
H -2.51 -0.64 5.06
H -0.77 0.44 3.61
H -0.40 1.62 1.65
H 1.80 1.07 -0.47
H 3.21 2.82 -1.09
H 3.76 5.27 -1.08
H 2.29 6.87 0.18
H 0.45 5.95 1.63
H -0.06 3.52 1.60
H 0.85 -2.89 1.83
H 2.40 -4.32 0.52
H 3.92 -4.83 -3.47
H 2.41 -3.96 -3.92
H 3.91 -3.03 -3.54
H 1.94 -1.70 -2.88
H 0.81 -0.07 -1.47
H -1.62 -2.54 0.59
H -3.68 -3.16 1.77
C -1.49 0.79 -3.04
N -0.61 1.79 -2.46
C 0.10 2.52 -3.50
H -2.23 0.47 -2.30
H -2.03 1.14 -3.94
H -0.89 -0.08 -3.30
H -1.11 2.43 -1.83
H 0.54 3.43 -3.09
H 0.93 1.89 -3.85
H -0.53 2.76 -4.38
*
```

Output
calculated total energy = -31956.436 eV
HOMO energy = -11.19 eV
orbital gap = 6.32 eV
molar mass = 374.50 g mol⁻¹
ΔE to the lowest compared entry with this formula, charge and spin = 51.0 kJ/mol
largest force on an atom = 1.23 eV/A

2 unconnected molecules or ions with the total composition C5H13N2 in a non-equilibrium geometry, computed with ωB97M-V/def2-TZVPD.

```
! RIJCOSX wB97M-V def2-TZVPD def2/J DEFGRID3
* xyz 1 1
C -0.12 0.54 -0.59
C -1.16 0.17 0.33
C 0.22 -0.63 0.44
C 0.04 -2.04 0.13
N -0.32 -2.90 1.31
C 1.20 -0.03 1.61
N -0.33 2.94 -2.47
H 0.07 0.05 -1.59
H 0.20 1.59 -0.54
H -1.85 -0.44 -0.27
H -1.61 0.43 1.28
H 0.78 -2.68 -0.43
H 0.56 -3.15 1.72
H -0.54 -3.86 0.91
H 2.01 -0.75 1.57
H 0.63 -0.38 2.45
H 1.22 1.03 1.59
H -0.31 3.39 -3.39
H -1.16 3.36 -2.05
H 0.46 3.34 -2.00
*
```

Output
calculated total energy = -8363.244 eV
HOMO energy = -13.29 eV
orbital gap = 5.98 eV
molar mass = 101.17 g mol⁻¹
ΔE to the lowest compared entry with this formula, charge and spin = 730.1 kJ/mol
largest force on an atom = 6.16 eV/A

A single C4H3N3S molecule in a non-equilibrium geometry, computed with ωB97M-V/def2-TZVPD.

```
! RIJCOSX wB97M-V def2-TZVPD def2/J DEFGRID3
* xyz 0 1
H -2.10 1.84 -0.29
N -1.04 2.10 -0.20
C -0.45 1.01 0.08
N 1.00 1.10 0.38
C 1.66 -0.03 0.04
C 0.95 -1.32 -0.10
N -0.33 -1.65 0.02
C -1.15 -0.33 -0.06
S -2.79 -0.44 0.16
H 2.69 -0.02 0.20
H 1.55 -2.25 -0.22
*
```

Output
calculated total energy = -19498.857 eV
HOMO energy = -9.55 eV
orbital gap = 7.26 eV
molar mass = 125.16 g mol⁻¹
ΔE to the lowest compared entry with this formula, charge and spin = 259.0 kJ/mol
largest force on an atom = 5.81 eV/A

A single C5H7NO molecule, computed with ωB97M-V/def2-TZVPD.

```
! RIJCOSX wB97M-V def2-TZVPD def2/J DEFGRID3
* xyz 0 1
C -1.88 0.47 -0.52
C -0.72 -0.40 -0.93
O -0.65 -0.94 -2.01
C 0.44 -0.49 0.00
C 1.53 0.53 0.08
C 0.88 -0.06 1.29
N 0.91 -1.49 0.94
H -1.98 1.29 -1.24
H -1.76 0.88 0.49
H -2.78 -0.14 -0.56
H 2.53 0.25 -0.24
H 1.23 1.55 -0.18
H 0.40 0.37 2.16
H 1.85 -1.81 0.72
*
```

Output
calculated total energy = -8832.994 eV
HOMO energy = -9.75 eV
orbital gap = 10.69 eV
molar mass = 97.12 g mol⁻¹
ΔE to the lowest compared entry with this formula, charge and spin = 309.6 kJ/mol
largest force on an atom = 0.52 eV/A

2 unconnected molecules or ions with the total composition C6H12N3S in a non-equilibrium geometry, computed with ωB97M-V/def2-TZVPD.

```
! RIJCOSX wB97M-V def2-TZVPD def2/J DEFGRID3
* xyz 1 1
C 1.37 2.52 0.19
C -0.13 1.42 1.25
C -0.08 -2.55 2.02
C 1.36 0.92 -1.82
C -1.95 -0.53 -1.25
C -0.41 -1.71 0.79
N 0.61 2.62 1.28
N 0.99 1.43 -0.51
N 0.02 0.83 0.11
S -1.93 -1.59 0.18
H 2.03 3.23 -0.27
H -0.75 1.15 2.09
H 0.48 -3.38 1.66
H 0.59 -1.88 2.61
H -0.86 -2.92 2.65
H 2.11 1.53 -2.26
H 1.70 -0.11 -1.72
H 0.42 1.00 -2.45
H -1.42 0.47 -1.14
H -3.06 -0.53 -1.55
H -1.32 -0.98 -2.08
H 0.23 -0.94 0.23
*
```

Output
calculated total energy = -21712.845 eV
HOMO energy = -13.76 eV
orbital gap = 8.48 eV
molar mass = 158.25 g mol⁻¹
ΔE to the lowest compared entry with this formula, charge and spin = 256.9 kJ/mol
largest force on an atom = 4.07 eV/A

A single CH4N2S2 molecule in a non-equilibrium geometry, computed with ωB97M-V/def2-TZVPD.

```
! RIJCOSX wB97M-V def2-TZVPD def2/J DEFGRID3
* xyz 0 1
S 1.88 -0.60 0.05
N 1.22 0.84 -0.37
C 0.09 1.28 -0.04
N -1.17 0.72 0.45
S -1.79 -0.62 -0.24
H 1.18 -1.17 1.06
H -0.19 2.36 -0.30
H -1.69 1.29 1.09
H -1.52 -1.59 0.74
*
```

Output
calculated total energy = -25750.520 eV
HOMO energy = -8.64 eV
orbital gap = 9.20 eV
molar mass = 108.19 g mol⁻¹
ΔE to the lowest compared entry with this formula, charge and spin = 190.1 kJ/mol
largest force on an atom = 4.30 eV/A

A molecular structure, C38H29F9N5O4PSTi, computed with ωB97M-V/def2-TZVPD.

```
! RIJCOSX wB97M-V def2-TZVPD def2/J DEFGRID3
* xyz 2 1
Ti -0.33 0.24 -0.37
C 5.74 0.95 0.79
C 4.47 1.64 0.34
N 3.33 1.32 1.21
C 2.25 0.60 0.93
S 1.96 0.05 -0.75
N 1.41 0.32 1.92
N 0.34 -0.34 1.45
C -0.52 -0.97 2.19
C -0.49 -1.02 3.67
C -1.46 -1.77 1.38
C -2.33 -2.68 1.92
C -3.04 -3.52 1.06
C -2.84 -3.42 -0.30
C -1.98 -2.44 -0.78
N -1.31 -1.62 0.03
H 6.57 1.25 0.16
H 5.63 -0.13 0.74
H 5.99 1.23 1.82
H 4.21 1.36 -0.68
H 4.59 2.73 0.34
H 3.40 1.59 2.18
H 0.25 -0.33 4.05
H -0.24 -2.02 4.01
H -1.47 -0.76 4.07
H -2.44 -2.76 2.99
H -3.72 -4.26 1.47
H -3.35 -4.07 -1.00
H -1.84 -2.31 -1.84
O -0.13 2.13 0.16
C -1.37 2.21 0.48
O -2.07 1.18 0.17
C -1.91 3.39 1.13
C -3.28 3.48 1.42
C -3.78 4.64 1.99
C -2.93 5.69 2.29
C -1.58 5.57 2.01
C -1.05 4.44 1.43
N -0.66 6.69 2.34
O -1.16 7.69 2.80
O 0.53 6.51 2.16
H -3.93 2.65 1.17
H -4.84 4.72 2.21
H -3.29 6.61 2.73
H 0.01 4.39 1.22
F 3.90 -3.25 -6.04
C 3.17 -2.32 -6.65
F 4.00 -1.41 -7.18
F 2.50 -2.89 -7.66
C 2.20 -1.66 -5.70
C 1.63 -0.45 -6.05
C 0.72 0.15 -5.20
C 0.37 -0.48 -4.00
C 0.96 -1.69 -3.65
C 1.87 -2.29 -4.50
P -0.86 0.23 -2.91
C -2.50 -0.24 -3.47
C -3.57 -0.23 -2.57
C -4.84 -0.59 -3.00
C -5.03 -0.95 -4.33
C -3.98 -0.96 -5.23
C -2.71 -0.60 -4.80
C -6.42 -1.38 -4.75
F -7.31 -0.44 -4.42
F -6.49 -1.59 -6.06
F -6.76 -2.51 -4.12
C -0.74 2.04 -2.94
C 0.51 2.65 -2.96
C 0.61 4.01 -2.72
C -0.53 4.75 -2.45
C -1.79 4.15 -2.48
C -1.89 2.79 -2.72
C -0.38 6.21 -2.10
F 0.24 6.87 -3.07
F -1.56 6.78 -1.88
F 0.35 6.33 -0.98
H 1.91 0.03 -6.98
H 0.27 1.10 -5.47
H 0.71 -2.18 -2.72
H 2.33 -3.23 -4.24
H -3.43 0.06 -1.54
H -5.67 -0.59 -2.31
H -4.14 -1.24 -6.26
H -1.88 -0.62 -5.50
H 1.40 2.07 -3.15
H 1.58 4.50 -2.73
H -2.67 4.75 -2.31
H -2.87 2.33 -2.74
*
```

Output
calculated total energy = -123202.491 eV
HOMO energy = -14.25 eV
orbital gap = 6.75 eV
molar mass = 901.57 g mol⁻¹
largest force on an atom = 0.32 eV/A